Molecular formula: C24H48Cl2MoP2Se
Method: DFT, wB97M-V/def2-TZVPD

Structure (ORCA input):
```
! RIJCOSX wB97M-V def2-TZVPD def2/J DEFGRID3
* xyz 0 3
Mo 0.22 0.16 -0.24
Cl -0.01 0.75 -2.57
P -2.28 -0.58 -0.83
C -2.61 -1.54 -2.41
C -3.21 -1.52 0.49
C -3.19 1.03 -1.16
C -1.47 -2.50 -2.79
H -2.62 -0.71 -3.14
C -3.95 -2.28 -2.47
H -3.92 -3.21 -1.89
H -4.13 -2.56 -3.52
H -4.81 -1.69 -2.14
H -0.57 -1.97 -3.09
H -1.79 -3.12 -3.64
H -1.21 -3.17 -1.96
H -2.63 1.40 -2.04
C -3.09 2.09 -0.05
C -4.66 0.81 -1.55
H -4.76 0.36 -2.54
H -5.17 1.79 -1.58
H -5.19 0.19 -0.81
H -2.67 1.68 0.89
H -4.07 2.51 0.21
H -2.44 2.92 -0.35
C -2.62 -2.92 0.62
H -4.24 -1.58 0.10
C -3.22 -0.80 1.84
H -2.75 -3.54 -0.28
H -3.11 -3.44 1.45
H -1.55 -2.86 0.85
H -2.20 -0.59 2.19
H -3.69 -1.46 2.58
H -3.80 0.13 1.82
Cl 0.40 -1.45 1.53
H -0.65 -1.21 -0.83
P 2.72 0.35 -0.72
C 3.24 1.86 -1.70
C 3.91 0.19 0.71
C 3.15 -1.02 -1.90
C 2.31 3.07 -1.57
H 3.16 1.49 -2.74
C 4.68 2.30 -1.43
H 4.79 2.72 -0.42
H 4.94 3.09 -2.15
H 5.41 1.49 -1.56
H 1.31 2.88 -1.97
H 2.74 3.91 -2.14
H 2.20 3.39 -0.52
H 2.57 -0.72 -2.80
C 2.65 -2.40 -1.45
C 4.64 -1.05 -2.29
H 4.93 -0.18 -2.88
H 4.83 -1.94 -2.90
H 5.30 -1.11 -1.41
H 1.80 -2.36 -0.76
H 3.44 -2.99 -0.98
H 2.31 -2.96 -2.34
C 3.62 1.26 1.76
H 4.90 0.38 0.26
C 3.91 -1.20 1.34
H 3.76 2.28 1.40
H 4.29 1.11 2.62
H 2.59 1.18 2.13
H 2.89 -1.52 1.57
H 4.45 -1.15 2.30
H 4.39 -1.96 0.72
Se 0.04 2.12 1.09
C -0.66 1.81 2.92
C -1.90 2.35 3.27
C -2.48 2.02 4.50
C -1.77 1.21 5.40
C -0.49 0.74 5.08
C 0.07 1.05 3.83
H -2.42 3.02 2.58
H -3.47 2.39 4.75
H -2.21 0.96 6.37
H 0.07 0.13 5.79
H 1.06 0.69 3.57
*
```

* HOMO (alpha / beta): -6.61 / -6.95 eV
* ΔE to the lowest compared entry with this formula, charge and spin: 0.00 kJ/mol
* ⟨S²⟩: 2.038

=====

Molecular formula: C24H48O10
Method: DFT, wB97M-V/def2-TZVPD

Structure (ORCA input):
```
! RIJCOSX wB97M-V def2-TZVPD def2/J DEFGRID3
* xyz 0 1
C 17.04 8.56 58.95
C 18.14 9.59 58.66
O 19.49 8.98 58.78
C 20.53 9.91 59.03
C 21.90 9.18 59.23
O 20.48 11.16 59.05
H 17.56 7.62 58.66
H 16.01 8.40 58.24
H 16.44 8.78 59.98
H 18.04 9.77 57.55
H 18.21 10.42 59.22
H 22.10 8.69 60.38
H 22.53 9.84 59.18
H 22.39 8.40 58.47
C 20.45 5.94 57.08
C 20.59 6.25 55.67
O 19.59 5.80 54.94
C 19.72 5.52 53.60
C 18.36 5.22 53.03
O 20.63 5.65 52.92
H 21.19 6.52 57.60
H 20.50 4.99 57.50
H 19.59 6.33 57.70
H 20.64 7.31 55.69
H 21.74 5.99 55.35
H 17.62 6.04 52.81
H 17.88 4.36 53.51
H 18.52 5.15 51.88
C 21.20 1.76 60.84
C 21.58 3.25 60.38
O 22.75 3.13 59.61
C 23.30 4.21 59.24
C 24.52 3.84 58.38
O 23.10 5.34 59.59
H 21.16 1.00 60.03
H 20.43 1.80 61.52
H 22.02 1.55 61.34
H 20.73 3.69 59.89
H 21.75 3.60 61.41
H 24.08 3.23 57.59
H 25.23 3.23 58.91
H 24.80 4.74 57.97
C 18.48 9.84 54.30
C 19.66 10.72 54.41
C 20.89 10.08 54.85
O 19.57 11.94 53.95
H 17.79 10.43 54.16
H 18.48 9.20 55.19
H 18.53 9.04 53.56
H 21.74 10.86 54.75
H 21.14 9.30 54.24
H 20.87 9.53 55.69
C 17.17 4.03 46.99
C 17.05 5.20 48.00
C 18.37 5.45 48.78
O 15.88 5.80 48.22
H 16.77 3.01 47.60
H 18.25 3.77 46.72
H 16.51 4.12 46.14
H 18.32 6.26 49.44
H 18.88 5.71 48.01
H 18.52 4.68 49.49
C 22.40 5.79 49.62
C 23.67 5.20 50.00
C 24.10 5.43 51.42
O 24.40 4.44 49.25
H 21.51 5.36 50.02
H 22.26 5.71 48.61
H 22.44 6.90 49.77
H 23.42 5.42 52.26
H 24.76 6.25 51.37
H 24.66 4.72 51.77
C 16.40 5.04 56.60
C 17.00 3.99 57.55
C 17.59 2.75 56.85
O 17.40 4.34 58.71
H 15.76 5.65 57.24
H 15.70 4.76 55.81
H 17.14 5.73 56.30
H 16.63 2.14 56.49
H 18.26 2.26 57.52
H 17.98 3.07 56.03
*
```

* SMILES: CCOC(C)=O.CCOC(C)=O.CCOC(C)=O.CC(C)=O.CC(C)=O.CC(C)=O.CC(C)=O
* HOMO: -9.81 eV
* ΔE to the lowest compared entry with this formula, charge and spin: 944.63 kJ/mol

=====

Molecular formula: C24H48O10
Method: DFT, wB97M-V/def2-TZVPD

Structure (ORCA input):
```
! RIJCOSX wB97M-V def2-TZVPD def2/J DEFGRID3
* xyz 0 1
C 3.93 2.79 -4.10
C 4.32 1.87 -3.01
O 3.69 2.33 -1.80
C 3.84 1.61 -0.69
C 2.95 2.07 0.47
O 4.31 0.44 -0.74
H 2.91 2.90 -4.22
H 4.15 2.44 -4.91
H 4.38 3.69 -4.10
H 4.03 0.77 -3.13
H 5.48 1.71 -3.01
H 1.91 2.39 0.27
H 3.32 3.06 0.93
H 2.96 1.70 1.53
C -6.54 4.74 -1.54
C -5.27 3.79 -1.40
O -4.71 3.37 -2.57
C -3.63 2.54 -2.52
C -3.14 2.02 -3.80
O -3.09 2.25 -1.43
H -6.72 5.23 -0.48
H -7.30 4.26 -2.13
H -6.20 5.59 -2.01
H -4.39 4.31 -0.79
H -5.63 2.78 -0.91
H -2.28 2.54 -4.24
H -3.88 2.22 -4.50
H -2.92 0.99 -3.64
C 2.25 -2.95 0.71
C 1.85 -1.61 0.96
O 0.45 -1.38 0.54
C -0.21 -0.29 0.79
C -1.61 -0.49 0.37
O 0.25 0.83 1.03
H 3.25 -2.99 0.75
H 2.07 -3.42 -0.33
H 1.86 -3.70 1.35
H 1.76 -1.36 1.99
H 2.10 -1.06 -0.02
H -1.57 -0.96 -0.73
H -2.19 0.41 0.33
H -2.34 -1.18 0.98
C 5.32 -3.09 2.98
C 5.99 -1.84 3.33
C 5.43 -0.50 2.79
O 7.24 -1.82 3.74
H 5.45 -3.39 1.73
H 4.26 -2.95 3.22
H 5.66 -3.85 3.58
H 5.23 -0.48 1.80
H 6.04 0.31 3.08
H 4.47 -0.35 2.97
C 0.25 2.27 -2.46
C 0.33 1.13 -3.58
C 0.76 -0.33 -3.19
O -0.04 1.38 -4.90
H -0.14 1.76 -1.55
H -0.31 3.20 -2.79
H 1.16 2.71 -2.13
H -0.29 -0.78 -2.79
H 1.73 -0.44 -2.54
H 0.89 -0.70 -4.36
C -4.01 -1.48 3.58
C -3.87 0.07 3.56
C -4.64 0.80 2.53
O -3.12 0.66 4.53
H -3.17 -2.00 4.31
H -3.85 -2.00 2.57
H -5.00 -1.83 3.98
H -4.37 1.80 2.73
H -5.89 0.73 2.65
H -4.21 0.26 1.69
C -1.15 -4.09 3.14
C -1.67 -4.30 1.75
C -0.80 -4.97 0.71
O -2.97 -3.94 1.38
H -0.72 -3.30 3.46
H -0.65 -5.04 3.41
H -2.09 -3.99 3.75
H -0.44 -4.45 0.05
H -1.41 -5.67 0.08
H 0.20 -5.74 0.96
*
```

* SMILES: CCOC(C)=O.CCOC(C)=O.CCOC(C)=O.CC(C)=O.CC(C)=O.CC(C)=O.CC(C)=O
* HOMO: -9.61 eV
* ΔE to the lowest compared entry with this formula, charge and spin: 1165.84 kJ/mol

=====

Molecular formula: C24H48O7Si
Method: DFT, wB97M-V/def2-TZVPD

Structure (ORCA input):
```
! RIJCOSX wB97M-V def2-TZVPD def2/J DEFGRID3
* xyz 0 1
C 3.64 -5.56 1.93
C 2.46 -5.70 1.84
C 1.02 -5.90 1.65
C 0.51 -5.22 0.36
C -0.28 -3.90 0.63
Si -1.99 -4.37 1.19
O -3.00 -3.06 1.38
C -4.36 -3.19 0.99
C -5.19 -4.18 1.81
O -5.45 -5.39 1.13
C -5.06 -6.57 1.78
C -5.94 -7.74 1.32
H 4.69 -5.49 2.07
H 0.82 -6.97 1.64
H 0.51 -5.50 2.53
H 1.32 -5.04 -0.33
H -0.17 -5.93 -0.13
H -0.28 -3.33 -0.29
H 0.27 -3.37 1.41
H -2.60 -5.30 0.21
H -1.88 -5.07 2.49
H -4.45 -3.44 -0.07
H -4.82 -2.21 1.11
H -6.15 -3.70 2.01
H -4.72 -4.36 2.78
H -4.02 -6.82 1.56
H -5.14 -6.48 2.87
H -6.76 -7.89 2.03
H -5.34 -8.65 1.27
H -6.35 -7.51 0.34
C -1.12 0.24 0.26
C 0.06 -0.02 -0.64
C 0.89 1.18 -1.02
O 0.31 -1.13 -1.04
H -1.64 -0.70 0.46
H -0.78 0.67 1.21
H -1.81 0.94 -0.21
H 1.30 1.64 -0.13
H 0.28 1.91 -1.55
H 1.70 0.86 -1.67
C -1.16 3.53 -4.92
C 0.21 3.89 -4.39
C 1.14 4.60 -5.33
O 0.54 3.61 -3.26
H -1.73 3.02 -4.14
H -1.70 4.43 -5.22
H -1.06 2.87 -5.78
H 0.70 5.55 -5.65
H 1.32 3.98 -6.21
H 2.08 4.79 -4.83
C 3.75 0.18 -7.88
C 2.69 0.86 -7.06
C 2.87 0.85 -5.56
O 1.73 1.39 -7.57
H 3.50 0.26 -8.94
H 4.72 0.66 -7.70
H 3.83 -0.87 -7.61
H 3.79 1.35 -5.29
H 2.90 -0.18 -5.20
H 2.03 1.36 -5.10
C -0.95 3.63 3.45
C 0.24 3.37 2.56
C 1.08 4.56 2.18
O 0.49 2.25 2.17
H -1.48 2.70 3.65
H -0.62 4.07 4.40
H -1.64 4.33 2.97
H 1.49 5.02 3.07
H 0.47 5.29 1.64
H 1.90 4.24 1.54
C 4.18 5.72 6.22
C 3.64 6.33 4.95
C 3.15 7.75 5.04
O 3.61 5.71 3.91
H 4.50 4.70 6.02
H 5.03 6.30 6.58
H 3.41 5.71 6.99
H 3.96 8.41 5.35
H 2.33 7.82 5.76
H 2.79 8.07 4.06
*
```

* SMILES: C#CCCC[SiH2]OCCOCC.CC(C)=O.CC(C)=O.CC(C)=O.CC(C)=O.CC(C)=O
* HOMO: -8.84 eV

=====

Molecular formula: C24H49NO12P
Method: DFT, wB97M-V/def2-TZVPD

Structure (ORCA input):
```
! RIJCOSX wB97M-V def2-TZVPD def2/J DEFGRID3
* xyz 1 1
O -2.94 -7.17 -1.99
P -4.09 -5.90 -2.45
O -3.90 -4.68 -1.22
C -5.86 -6.67 -2.44
C -6.38 -6.42 -0.87
C -8.01 -6.51 -1.26
C -8.01 -5.45 -2.51
N -6.77 -5.63 -3.13
H -2.35 -7.25 -2.80
H -3.91 -3.75 -1.59
H -5.94 -7.79 -2.81
H -6.33 -5.30 -0.47
H -5.98 -7.25 -0.12
H -8.78 -6.40 -0.38
H -8.23 -7.54 -1.81
H -8.89 -4.72 -2.78
H -6.48 -5.08 -3.98
O 1.05 -2.14 -3.01
C 0.97 -2.90 -2.05
O -0.09 -3.72 -1.92
C -0.19 -4.78 -0.94
C -0.71 -4.24 0.37
C 1.99 -2.85 -0.96
H 0.76 -5.31 -0.84
H -0.91 -5.51 -1.34
H -0.04 -3.50 0.80
H -0.84 -5.05 1.10
H -1.68 -3.74 0.23
H 1.74 -2.05 -0.26
H 2.97 -2.65 -1.40
H 2.10 -3.79 -0.41
O 2.63 -0.43 0.31
C 3.70 0.06 -0.02
O 4.61 0.42 0.92
C 5.96 0.82 0.63
C 6.03 2.30 0.30
C 3.99 0.35 -1.46
H 6.40 0.19 -0.14
H 6.54 0.64 1.55
H 5.45 2.54 -0.60
H 7.06 2.62 0.14
H 5.60 2.90 1.11
H 3.55 1.31 -1.73
H 3.55 -0.44 -2.07
H 5.06 0.36 -1.70
O 4.49 3.45 2.66
C 3.26 3.43 2.70
O 2.55 4.57 2.77
C 1.12 4.67 2.63
C 0.43 4.40 3.95
C 2.53 2.12 2.76
H 0.77 4.02 1.83
H 0.91 5.69 2.31
H 0.63 3.39 4.32
H -0.65 4.53 3.85
H 0.80 5.09 4.72
H 2.50 1.77 3.79
H 3.06 1.39 2.14
H 1.51 2.16 2.36
O -0.08 7.17 5.07
C -0.42 7.55 6.19
O -0.07 6.85 7.29
C -0.25 7.30 8.64
C -1.65 6.98 9.14
C -1.30 8.76 6.35
H 0.01 8.36 8.74
H 0.48 6.75 9.25
H -2.41 7.50 8.55
H -1.76 7.28 10.18
H -1.85 5.91 9.05
H -2.34 8.47 6.21
H -1.02 9.50 5.59
H -1.19 9.26 7.31
O 2.02 -1.67 -10.06
C 1.68 -1.29 -8.94
O 2.03 -2.00 -7.85
C 1.85 -1.55 -6.49
C 0.45 -1.86 -6.00
C 0.80 -0.08 -8.78
H 2.11 -0.49 -6.39
H 2.58 -2.10 -5.88
H -0.31 -1.34 -6.58
H 0.34 -1.57 -4.95
H 0.25 -2.93 -6.08
H -0.24 -0.38 -8.92
H 1.08 0.65 -9.54
H 0.91 0.42 -7.82
*
```

* HOMO: -11.01 eV
* ΔE to the lowest compared entry with this formula, charge and spin: 396.84 kJ/mol

=====

Molecular formula: C24H50AsF5N2O2PtSi3Te
Method: DFT, wB97M-V/def2-TZVPD

Structure (ORCA input):
```
! RIJCOSX wB97M-V def2-TZVPD def2/J DEFGRID3
* xyz 2 5
Pt -0.25 0.92 -0.69
C -0.16 -4.66 -3.75
Si 0.19 -2.87 -3.92
C 1.92 -2.54 -4.52
C -1.01 -2.02 -5.03
As 1.67 -0.16 -1.38
Si 2.70 1.93 -2.47
C 4.36 1.34 -3.02
C 1.44 2.07 -3.81
C 2.74 3.29 -1.24
Si 3.15 -1.72 0.39
C 2.52 -2.75 1.75
C 3.79 -2.64 -1.05
C 4.09 -0.24 0.95
H 0.23 -5.21 -4.61
H -1.24 -4.84 -3.71
H 0.28 -5.08 -2.85
H 1.95 -2.53 -5.61
H 2.62 -3.32 -4.18
H 2.29 -1.58 -4.16
H -1.08 -2.62 -5.94
H -0.66 -1.02 -5.31
H -2.00 -1.93 -4.59
H 4.32 1.06 -4.08
H 4.71 0.48 -2.45
H 5.09 2.14 -2.91
H 1.73 1.45 -4.66
H 1.38 3.11 -4.15
H 0.44 1.75 -3.50
H 3.60 3.19 -0.58
H 1.83 3.35 -0.64
H 2.85 4.24 -1.79
H 1.85 -3.52 1.37
H 1.98 -2.15 2.48
H 3.38 -3.22 2.25
H 3.03 -3.34 -1.41
H 4.66 -3.23 -0.73
H 4.08 -1.99 -1.87
H 3.43 0.52 1.38
H 4.65 0.21 0.13
H 4.79 -0.55 1.73
F -1.10 -3.42 -0.30
Te -1.10 -1.69 -1.10
F -2.42 -2.54 -2.15
F -1.48 -0.23 -2.50
F 0.77 -1.70 0.16
F -1.47 -1.12 1.99
O 0.25 -2.23 -2.31
O -0.74 2.95 -0.08
C -1.43 3.71 -0.80
C -2.33 3.21 -1.87
C -3.66 2.94 -1.10
C -4.17 4.06 -0.17
C -3.36 4.30 1.13
C -2.11 5.19 0.94
N -1.59 5.00 -0.44
H -1.97 2.29 -2.33
H -2.48 3.97 -2.64
H -3.53 2.03 -0.52
H -4.43 2.73 -1.85
H -5.18 3.78 0.13
H -4.28 4.99 -0.73
H -3.05 3.34 1.54
H -4.01 4.77 1.87
H -1.33 4.93 1.65
H -2.34 6.25 1.05
H -2.12 5.53 -1.12
C -2.64 -2.10 6.32
N -2.63 -2.36 4.90
C -3.76 -1.93 4.12
C -1.39 -2.72 4.23
C -0.51 -1.49 4.08
C 0.38 -1.09 5.08
C 1.19 0.02 4.89
C 1.12 0.73 3.69
C 0.25 0.34 2.68
C -0.56 -0.75 2.92
H -3.65 -2.15 6.70
H -2.24 -1.09 6.49
H -2.00 -2.82 6.83
H -4.68 -2.32 4.56
H -3.66 -2.26 3.09
H -3.81 -0.83 4.15
H -1.64 -3.12 3.26
H -0.88 -3.49 4.82
H 0.47 -1.67 5.99
H 1.88 0.32 5.66
H 1.77 1.58 3.54
H 0.24 0.84 1.72
*
```

* HOMO (alpha / beta): -12.68 / -13.50 eV
* ΔE to the lowest compared entry with this formula, charge and spin: 233.05 kJ/mol
* ⟨S²⟩: 6.013

=====

Number 1: electronic energy -136493.015 eV. Number 2: electronic energy -46129.944 eV. Number 3: electronic energy -46127.651 eV. Number 4: electronic energy -47874.569 eV. Number 5: electronic energy -61021.601 eV. Number 6: electronic energy -141360.228 eV.